{"formula": "C16H12Br2IrN", "method": "ωB97M-V with the def2-TZVPD basis set", "symbols": ["Ir", "C", "C", "C", "C", "C", "Br", "N", "C", "H", "H", "H", "H", "H", "H", "Br", "C", "C", "C", "C", "C", "C", "C", "C", "C", "C", "H", "H", "H", "H", "H", "H"], "positions_angstrom": [[0.88202, 1.09696, -1.33832], [-4.27159, 2.14453, 0.44297], [-3.32320, 1.72272, -0.63942], [-3.75632, 1.39302, -1.92195], [-2.86096, 1.01226, -2.92156], [-1.54611, 0.98730, -2.56343], [-0.03416, 0.50063, -3.62515], [-1.09057, 1.30465, -1.34537], [-1.95728, 1.66057, -0.38477], [-5.30048, 1.93093, 0.16431], [-4.18653, 3.21718, 0.62380], [-4.05384, 1.62896, 1.37767], [-4.81383, 1.42813, -2.15262], [-3.18475, 0.75025, -3.91894], [-1.53989, 1.89198, 0.58520], [1.53035, 2.06403, 0.79497], [2.09508, 0.41350, 1.58933], [2.56401, 0.37580, 2.86693], [3.07110, -0.85233, 3.33468], [3.10500, -1.94548, 2.51115], [2.60983, -1.88423, 1.18707], [2.65910, -2.99497, 0.31196], [2.18186, -2.91042, -0.96927], [1.59045, -1.72327, -1.42901], [1.54885, -0.59762, -0.62382], [2.06350, -0.66868, 0.70939], [2.56896, 1.25228, 3.50104], [3.45178, -0.91245, 4.34438], [3.52324, -2.87890, 2.86505], [3.08176, -3.92396, 0.67377], [2.23078, -3.76467, -1.62982], [1.16184, -1.71871, -2.42024]], "nbo_charge": [0.755, -0.649, 0.010, -0.078, -0.235, 0.152, 0.324, -0.435, 0.078, 0.252, 0.259, 0.250, 0.265, 0.283, 0.242, 0.332, -0.061, -0.185, -0.177, -0.148, 0.025, -0.090, -0.217, -0.171, -0.130, -0.150, 0.258, 0.258, 0.249, 0.247, 0.255, 0.230], "total_charge": 2, "orbital_gap_ev": 6.3, "lumo_ev": -8.6, "largest_force_ev_per_a": 0.11}

{"formula": "C20H27N3O2SSbScSe4", "method": "ωB97M-V with the def2-TZVPD basis set", "symbols": ["Sc", "C", "C", "N", "C", "C", "S", "C", "C", "N", "H", "H", "H", "H", "H", "H", "H", "H", "H", "H", "H", "H", "H", "H", "Se", "Sb", "Se", "Se", "Se", "C", "O", "C", "C", "C", "C", "C", "C", "N", "C", "C", "C", "C", "C", "C", "C", "O", "H", "H", "H", "H", "H", "H", "H", "H", "H", "H", "H", "H", "H"], "positions_angstrom": [[0.30909, -0.17294, 0.96108], [1.47219, -2.15873, 3.50255], [0.65835, -1.01810, 4.10552], [-0.42328, -0.57227, 3.20199], [-1.66218, -1.36680, 3.19754], [-1.58241, -2.68245, 2.43066], [-0.89186, -2.57007, 0.73888], [0.56675, -3.67091, 0.87798], [1.90300, -2.98659, 1.20002], [1.75550, -1.84568, 2.09730], [0.93038, -3.10270, 3.55882], [2.38953, -2.28254, 4.08379], [1.31560, -0.15315, 4.22855], [0.26766, -1.28761, 5.09213], [-0.68643, 0.36010, 3.54462], [-2.43052, -0.74165, 2.73822], [-1.99635, -1.60201, 4.21492], [-2.59226, -3.07798, 2.32552], [-0.99596, -3.42917, 2.95796], [0.64497, -4.18685, -0.07757], [0.28956, -4.41428, 1.62474], [2.33728, -2.58511, 0.28600], [2.57554, -3.75790, 1.59618], [2.59866, -1.27993, 2.00817], [1.73992, 2.86126, 4.34859], [1.23502, 2.06100, 1.93533], [1.92284, 4.04680, 0.73104], [2.33262, 0.28345, -0.08551], [-0.41973, 3.30630, 3.69981], [2.21910, -1.48918, -4.72815], [1.11765, -0.72006, -4.26319], [1.40458, 0.48864, -3.68356], [2.63561, 1.11359, -3.71201], [2.78087, 2.35191, -3.09348], [1.71741, 2.95938, -2.44976], [0.47910, 2.34016, -2.43707], [0.32481, 1.12317, -3.07328], [-0.94908, 0.52800, -3.34123], [-2.13731, 0.80083, -2.88843], [-2.55210, 1.46410, -1.70754], [-3.86174, 2.01992, -1.74850], [-4.43887, 2.59206, -0.65503], [-3.72031, 2.59132, 0.55967], [-2.47499, 2.03003, 0.64379], [-1.84637, 1.43840, -0.48108], [-0.70774, 0.84745, -0.34846], [2.67063, -1.03455, -5.61191], [1.82337, -2.46676, -4.98625], [2.97026, -1.59256, -3.94388], [3.48797, 0.63272, -4.16813], [3.75254, 2.82836, -3.08791], [1.84575, 3.89495, -1.92836], [-0.35365, 2.81507, -1.93950], [-0.90810, -0.11899, -4.11975], [-2.93663, 0.46937, -3.54668], [-4.39534, 2.00728, -2.69319], [-5.42202, 3.03637, -0.71911], [-4.16281, 3.02634, 1.44773], [-1.92606, 2.04922, 1.57943]], "nbo_charge": [0.891, -0.233, -0.241, -0.692, -0.234, -0.519, 0.250, -0.510, -0.245, -0.682, 0.181, 0.210, 0.250, 0.197, 0.433, 0.215, 0.205, 0.240, 0.222, 0.244, 0.220, 0.255, 0.192, 0.439, -0.288, 0.689, -0.710, -0.741, -0.453, -0.249, -0.526, 0.276, -0.281, -0.157, -0.186, -0.182, 0.118, -0.449, 0.243, -0.280, -0.121, -0.269, -0.142, -0.247, 0.425, -0.784, 0.180, 0.197, 0.193, 0.222, 0.223, 0.258, 0.232, 0.432, 0.202, 0.208, 0.223, 0.224, 0.234], "orbital_gap_ev": 4.8, "lumo_ev": -1.1, "largest_force_ev_per_a": 3.57}

{"formula": "C14H11BrClN3O2S", "method": "ωB97M-V with the def2-TZVPD basis set", "symbols": ["O", "C", "N", "C", "N", "C", "N", "C", "C", "C", "C", "H", "H", "H", "H", "H", "S", "H", "C", "O", "C", "C", "C", "C", "C", "C", "Cl", "H", "Br", "H", "H", "H", "H"], "positions_angstrom": [[-3.00709, 0.72676, 2.37571], [-2.00098, 0.95316, 1.75980], [-1.77030, 0.66746, 0.44112], [-2.57061, -0.05042, -0.40385], [-2.10250, -0.17503, -1.68912], [-0.95144, 0.31327, -2.26874], [-0.11851, 1.04396, -1.52951], [0.98478, 1.52402, -2.08332], [1.32704, 1.29808, -3.40192], [0.46411, 0.53193, -4.17963], [-0.69068, 0.03183, -3.61652], [-1.38391, -0.56326, -4.19018], [0.69381, 0.33089, -5.21522], [2.23590, 1.70541, -3.81229], [1.60749, 2.11120, -1.42400], [-2.71296, -0.72201, -2.28398], [-3.98105, -0.78418, -0.01659], [-0.89695, 1.00437, -0.01692], [-0.78343, 1.63680, 2.40241], [0.45266, 1.27809, 1.82829], [0.86852, -0.01125, 1.93494], [0.14072, -1.04737, 2.51101], [0.65154, -2.33345, 2.55204], [1.89892, -2.59156, 2.01566], [2.65258, -1.57994, 1.44199], [2.13516, -0.30039, 1.40744], [3.06083, 0.97484, 0.71633], [3.62872, -1.78031, 1.02980], [2.60157, -4.35469, 2.06031], [0.07382, -3.12693, 2.99893], [-0.83587, -0.86839, 2.93065], [-0.80309, 1.44087, 3.48117], [-0.86882, 2.71623, 2.24417]], "nbo_charge": [-0.532, 0.662, -0.691, 0.266, -0.589, 0.383, -0.511, 0.082, -0.289, -0.136, -0.277, 0.221, 0.224, 0.227, 0.210, 0.428, -0.123, 0.458, -0.169, -0.497, 0.346, -0.299, -0.205, -0.095, -0.237, -0.102, 0.025, 0.244, 0.062, 0.236, 0.241, 0.210, 0.226], "orbital_gap_ev": 8.4, "lumo_ev": 0.1, "largest_force_ev_per_a": 0.86, "smiles": "O=C(COc1ccc(Br)cc1Cl)NC(=S)Nc1ccccn1"}